{"formula": "C33H44BN6O3PSi2", "method": "ωB97M-V/def2-TZVPD", "e_lumo_ev": 0.4, "gap_ev": 8.49, "homo_ev": -8.0, "mol_weight_g_mol": 670.712, "charge": 0, "species": ["C", "C", "B", "O", "Si", "O", "Si", "P", "C", "O", "H", "H", "H", "H", "H", "H", "H", "H", "H", "H", "H", "H", "H", "H", "N", "C", "C", "C", "C", "C", "H", "H", "H", "H", "H", "N", "C", "C", "C", "C", "C", "H", "H", "H", "H", "H", "N", "C", "C", "C", "C", "C", "H", "H", "H", "H", "H", "N", "C", "C", "C", "C", "C", "H", "H", "H", "H", "H", "N", "C", "C", "C", "C", "C", "H", "H", "H", "H", "H", "N", "C", "C", "C", "C", "C", "H", "H", "H", "H", "H"], "coordinates": [[2.131039, -0.961442, -3.407388], [3.064701, -0.568393, -2.252985], [2.523102, 0.553906, -1.302156], [1.428835, 1.322202, -1.645836], [3.498829, 0.820836, 0.477435], [3.666351, 2.412091, 0.962883], [2.560740, 3.364043, 1.708631], [2.564026, -0.634428, 1.917350], [3.259222, -0.105550, 3.540954], [0.943217, -0.228570, 2.068213], [1.442756, -0.158887, -3.664647], [2.694703, -1.222107, -4.305412], [1.550172, -1.847648, -3.150310], [4.050566, -0.233577, -2.601463], [3.272296, -1.446484, -1.624495], [0.588586, 0.847653, -1.704101], [4.880241, 0.292373, 0.366688], [1.761812, 2.569577, 2.674896], [1.654527, 3.981849, 0.718746], [3.269379, 4.430013, 2.445400], [3.451340, -0.998266, 4.135165], [4.223913, 0.376469, 3.369808], [2.588594, 0.567648, 4.072807], [0.689187, 0.507741, 1.502487], [-2.994729, -2.166714, 0.995108], [-1.855826, -1.879723, 1.622572], [-1.365135, -2.606053, 2.697002], [-2.098650, -3.693045, 3.144715], [-3.285090, -4.012152, 2.501836], [-3.685913, -3.214880, 1.438293], [-1.303168, -1.027256, 1.248712], [-0.432077, -2.315550, 3.159432], [-1.754820, -4.283393, 3.985457], [-3.886346, -4.850238, 2.828081], [-4.610065, -3.429931, 0.912040], [-1.101763, 0.353429, -4.022245], [-0.943929, 0.750809, -5.282406], [-1.504078, 1.910236, -5.799323], [-2.278327, 2.697565, -4.961218], [-2.458918, 2.294869, -3.647178], [-1.849396, 1.121315, -3.231927], [-0.334120, 0.111208, -5.912303], [-1.332069, 2.174753, -6.833482], [-2.737166, 3.608506, -5.323846], [-3.059860, 2.875797, -2.961279], [-1.972297, 0.775429, -2.208585], [-5.466630, 3.770645, -1.878091], [-6.438458, 4.647568, -1.637218], [-6.916691, 4.933966, -0.366921], [-6.358090, 4.272802, 0.715286], [-5.344547, 3.358000, 0.480639], [-4.936684, 3.148398, -0.828256], [-6.857965, 5.143297, -2.505835], [-7.709619, 5.657409, -0.234781], [-6.705496, 4.467087, 1.721748], [-4.875807, 2.816210, 1.290649], [-4.144164, 2.439329, -1.043756], [-3.595026, -6.844981, 4.217008], [-2.375334, -7.242166, 3.861761], [-1.714170, -8.308580, 4.453330], [-2.352677, -8.999326, 5.470532], [-3.623653, -8.597200, 5.848841], [-4.199483, -7.519926, 5.191798], [-1.905458, -6.680049, 3.061093], [-0.723534, -8.586473, 4.120400], [-1.869870, -9.836414, 5.957952], [-4.162872, -9.105924, 6.636177], [-5.194228, -7.181096, 5.459755], [6.375664, 1.337273, 5.069221], [5.443082, 2.285777, 5.058650], [4.891096, 2.835551, 6.206207], [5.333804, 2.374679, 7.435675], [6.305680, 1.387443, 7.462594], [6.792327, 0.904192, 6.256177], [5.120808, 2.621624, 4.077756], [4.133694, 3.604197, 6.132367], [4.928859, 2.776885, 8.355365], [6.682034, 0.995579, 8.397727], [7.553781, 0.132035, 6.240863], [0.151793, 2.030047, -8.812684], [0.788734, 3.141204, -8.449315], [2.151222, 3.335969, -8.618604], [2.896638, 2.319245, -9.193436], [2.247677, 1.156460, -9.575346], [0.879532, 1.062760, -9.365850], [0.178250, 3.915056, -7.995603], [2.612269, 4.261840, -8.303120], [3.963123, 2.430854, -9.340073], [2.786390, 0.334788, -10.027081], [0.339610, 0.167939, -9.655726]], "forces_ev_per_a": [[0.343, -0.135, -0.149], [-0.493, -0.321, 0.231], [0.114, 0.104, -0.249], [-0.192, -0.052, 1.092], [0.280, 0.294, -0.442], [-0.221, -0.269, 0.122], [0.021, 0.335, 0.059], [0.025, -0.393, -0.003], [0.266, -0.100, -0.172], [-0.047, 0.116, -0.244], [-0.028, -0.053, -0.042], [-0.005, 0.030, 0.003], [-0.143, 0.117, 0.038], [-0.023, 0.023, 0.023], [0.232, 0.040, -0.076], [0.151, 0.054, -0.766], [-0.003, -0.061, 0.111], [-0.015, -0.007, -0.058], [-0.040, -0.017, 0.024], [0.010, -0.018, 0.013], [-0.111, 0.081, 0.135], [-0.024, 0.059, 0.154], [0.028, 0.046, -0.050], [-0.027, 0.084, 0.202], [-0.010, 0.036, 0.003], [-0.055, -0.017, -0.043], [0.015, -0.011, 0.008], [0.003, -0.003, 0.016], [-0.029, 0.102, -0.035], [0.006, -0.044, -0.010], [0.023, -0.012, 0.018], [0.001, 0.015, -0.012], [-0.015, 0.001, 0.004], [0.023, -0.005, 0.005], [0.001, -0.005, 0.008], [-0.016, 0.002, 0.097], [0.044, 0.021, -0.027], [-0.058, 0.040, 0.027], [0.014, -0.039, 0.010], [0.026, 0.030, -0.001], [-0.022, 0.015, 0.037], [0.008, 0.017, -0.002], [-0.027, -0.050, -0.017], [-0.007, -0.003, 0.000], [-0.033, 0.022, -0.047], [-0.041, -0.019, -0.015], [0.070, 0.031, 0.025], [-0.028, -0.002, -0.020], [0.000, -0.012, 0.000], [0.011, 0.000, -0.017], [-0.012, 0.031, 0.009], [0.011, -0.051, 0.010], [0.001, 0.009, 0.009], [-0.001, 0.000, -0.006], [-0.002, 0.000, 0.000], [0.000, -0.011, -0.008], [-0.023, -0.030, 0.031], [-0.004, -0.043, 0.014], [0.004, -0.020, -0.021], [0.001, -0.003, 0.009], [-0.009, 0.012, -0.008], [0.005, -0.006, -0.007], [0.002, 0.002, 0.020], [-0.001, -0.009, 0.001], [0.000, 0.005, -0.002], [0.001, 0.000, 0.001], [-0.004, 0.001, -0.002], [0.006, -0.001, 0.011], [0.003, -0.024, -0.013], [-0.010, 0.038, -0.043], [0.005, -0.005, 0.007], [-0.001, -0.010, -0.010], [-0.001, 0.002, -0.003], [-0.008, 0.005, 0.016], [-0.005, 0.031, 0.019], [0.003, 0.002, -0.007], [0.000, 0.000, 0.001], [0.005, -0.002, -0.003], [-0.005, -0.001, 0.009], [0.031, 0.027, 0.014], [0.018, 0.001, -0.007], [0.005, -0.005, -0.003], [-0.012, 0.001, 0.003], [-0.001, 0.005, -0.004], [-0.013, -0.018, -0.012], [0.009, 0.003, 0.000], [-0.005, 0.001, 0.003], [0.001, -0.001, 0.001], [-0.005, -0.003, 0.000], [0.010, -0.003, 0.003]]}

***

{"formula": "C41H84O13P2", "method": "ωB97M-V/def2-TZVPD", "e_lumo_ev": -1.4, "gap_ev": 7.13, "smiles": "CCCCCCCCCCCCCCCCC1=CC(=O)C(P(=O)(O)O)=C(P(C)CC)C1=O.COCCOC.COCCOC.COCCOC.COCCOC", "homo_ev": -8.5, "mol_weight_g_mol": 847.058, "charge": 0, "species": ["C", "C", "C", "C", "C", "C", "C", "C", "C", "C", "C", "C", "C", "C", "C", "C", "C", "C", "C", "O", "C", "P", "O", "O", "O", "C", "P", "C", "C", "C", "C", "O", "H", "H", "H", "H", "H", "H", "H", "H", "H", "H", "H", "H", "H", "H", "H", "H", "H", "H", "H", "H", "H", "H", "H", "H", "H", "H", "H", "H", "H", "H", "H", "H", "H", "H", "H", "H", "H", "H", "H", "H", "H", "H", "H", "H", "C", "O", "C", "C", "O", "C", "H", "H", "H", "H", "H", "H", "H", "H", "H", "H", "C", "O", "C", "C", "O", "C", "H", "H", "H", "H", "H", "H", "H", "H", "H", "H", "C", "O", "C", "C", "O", "C", "H", "H", "H", "H", "H", "H", "H", "H", "H", "H", "C", "O", "C", "C", "O", "C", "H", "H", "H", "H", "H", "H", "H", "H", "H", "H"], "coordinates": [[8.168413, 0.333992, 4.325019], [7.334349, 0.613548, 3.080103], [7.592554, 2.014175, 2.516862], [6.950196, 2.235184, 1.136826], [5.518239, 2.782497, 1.205963], [5.084335, 3.430762, -0.118192], [3.561382, 3.466028, -0.334937], [2.898221, 4.821739, 0.010991], [2.133960, 4.828840, 1.356429], [0.611407, 4.983163, 1.202296], [0.176531, 6.440777, 1.373462], [-1.300012, 6.746659, 1.062475], [-2.256071, 5.547337, 1.082453], [-3.737215, 5.976868, 1.093287], [-4.618051, 5.178991, 0.118978], [-5.162504, 3.886867, 0.746270], [-4.433554, 2.629596, 0.371769], [-3.695463, 2.411962, -0.718719], [-3.119047, 1.081664, -0.944492], [-2.985755, 0.610739, -2.043424], [-2.731883, 0.314818, 0.281002], [-1.419846, -0.905780, 0.085831], [-1.925519, -2.272460, -0.079993], [-0.396302, -0.768116, 1.292364], [-0.589925, -0.349741, -1.153471], [-3.437808, 0.515593, 1.410018], [-3.260003, -0.195828, 3.111344], [-2.709419, -1.937534, 2.946544], [-1.798163, 0.771200, 3.717851], [-2.260076, 2.017082, 4.509794], [-4.587473, 1.484711, 1.316781], [-5.583887, 1.354743, 1.980735], [8.082383, -0.699694, 4.656039], [7.859380, 0.989204, 5.140066], [9.218987, 0.534866, 4.110298], [6.270965, 0.507449, 3.306594], [7.584814, -0.103894, 2.295449], [8.673845, 2.136972, 2.428222], [7.203048, 2.762875, 3.209321], [7.566122, 2.924434, 0.557735], [6.898827, 1.275708, 0.618744], [4.838353, 1.955208, 1.419285], [5.448373, 3.519443, 2.008775], [5.479417, 4.447864, -0.136187], [5.562761, 2.891193, -0.938074], [3.336229, 3.223826, -1.372886], [3.107802, 2.697720, 0.293515], [3.659744, 5.600285, 0.039543], [2.209228, 5.076774, -0.795132], [2.364835, 3.927705, 1.924085], [2.502192, 5.673317, 1.942964], [0.306965, 4.612172, 0.221002], [0.109496, 4.357332, 1.943398], [0.801630, 7.035089, 0.703355], [0.410514, 6.733295, 2.397917], [-1.384581, 7.203557, 0.073910], [-1.689044, 7.481159, 1.771089], [-2.046659, 4.919865, 1.949257], [-2.082737, 4.956109, 0.181938], [-3.818895, 7.039183, 0.856012], [-4.129974, 5.854668, 2.103764], [-5.470601, 5.806263, -0.142968], [-4.057166, 4.981144, -0.791030], [-5.150952, 3.957363, 1.834763], [-6.216374, 3.751344, 0.491296], [-3.544740, 3.169992, -1.474515], [0.059892, 0.083444, 1.312735], [-0.493779, -1.063380, -1.800984], [-3.219675, -2.434541, 2.126769], [-3.018134, -2.401477, 3.883716], [-1.630895, -2.048955, 2.863141], [-1.239165, 1.121527, 2.851772], [-1.180108, 0.105784, 4.316831], [-1.909745, 1.978293, 5.539227], [-1.861562, 2.923579, 4.053313], [-3.345412, 2.112535, 4.509594], [-4.829118, 0.080815, -6.595846], [-3.977440, 1.164004, -6.264588], [-3.062144, 0.856123, -5.223130], [-1.685356, 0.533761, -5.756300], [-1.677633, -0.664826, -6.516195], [-1.696119, -0.459689, -7.916352], [-5.317449, 0.325830, -7.538070], [-4.273339, -0.852583, -6.712511], [-5.596187, -0.057470, -5.826216], [-3.435157, 0.030523, -4.612591], [-2.986624, 1.735720, -4.579096], [-1.011458, 0.379007, -4.907638], [-1.298508, 1.370234, -6.347038], [-0.712890, -0.135779, -8.275476], [-2.445520, 0.280530, -8.204428], [-1.943698, -1.412689, -8.383540], [1.557903, -4.220898, 7.965555], [2.111468, -2.918882, 7.902923], [2.444446, -2.504224, 6.589890], [1.395196, -1.587892, 6.001403], [0.154790, -2.248384, 5.813431], [-0.794113, -1.980908, 6.829280], [1.131650, -4.345913, 8.959329], [0.771166, -4.361458, 7.220831], [2.333432, -4.979768, 7.816446], [2.591951, -3.371099, 5.938119], [3.392280, -1.960241, 6.648320], [1.736715, -1.247799, 5.018372], [1.267614, -0.707109, 6.639411], [-1.207921, -0.972315, 6.709075], [-0.365257, -2.074610, 7.829292], [-1.600649, -2.704621, 6.723637], [1.713118, -6.117656, -3.616719], [2.226517, -6.493009, -2.351270], [3.114421, -5.542737, -1.789888], [2.436421, -4.670675, -0.755721], [1.431151, -3.854976, -1.327283], [0.114784, -4.360488, -1.144963], [0.883411, -6.784111, -3.844850], [1.348867, -5.087734, -3.613913], [2.478107, -6.226886, -4.393607], [3.554334, -4.917788, -2.574082], [3.924506, -6.098214, -1.306502], [3.185390, -4.007349, -0.310237], [2.018306, -5.292310, 0.042471], [-0.228693, -4.202675, -0.122177], [0.054291, -5.422719, -1.395483], [-0.541047, -3.808515, -1.814153], [-2.656467, -6.878206, -5.804589], [-1.495926, -6.122980, -5.517087], [-1.382019, -4.937771, -6.291132], [-1.817799, -3.704300, -5.534679], [-3.204437, -3.734222, -5.224916], [-3.479634, -4.125930, -3.892761], [-2.766824, -7.620907, -5.016004], [-3.550415, -6.250451, -5.828253], [-2.555977, -7.396492, -6.765074], [-1.958782, -5.030779, -7.217361], [-0.326421, -4.828660, -6.559896], [-1.647528, -2.821238, -6.152733], [-1.225576, -3.593993, -4.619489], [-3.244499, -3.316672, -3.191875], [-2.916238, -5.018484, -3.609315], [-4.544585, -4.345141, -3.828631]], "forces_ev_per_a": [[-0.096, 0.111, -0.154], [0.082, 0.255, -0.012], [-0.150, -0.377, -0.326], [-0.284, 0.170, 0.522], [0.172, -0.005, -0.399], [-0.076, -0.226, 0.228], [0.103, 0.504, 0.064], [-0.036, -0.381, 0.266], [-0.003, 0.317, -0.313], [0.107, -0.086, 0.178], [-0.108, -0.236, -0.258], [-0.225, -0.171, 0.060], [-0.113, 0.263, -0.036], [0.257, -0.189, -0.208], [-0.324, 0.254, 0.704], [0.076, -0.094, -0.352], [0.231, 0.080, -0.027], [-0.268, 0.505, 0.336], [-0.079, -0.202, 0.211], [0.091, -0.064, -0.656], [-0.055, 0.115, 0.667], [-0.269, -0.712, -0.609], [0.100, 0.286, 0.135], [-0.056, 0.287, 0.215], [0.184, -0.112, 0.095], [0.518, -0.182, -0.134], [-0.765, -0.276, 0.453], [0.353, 0.203, 0.245], [-0.351, 0.473, -0.326], [0.179, -0.091, -0.173], [0.188, 0.089, -0.107], [-0.180, 0.019, 0.183], [-0.046, -0.024, 0.045], [0.057, -0.018, 0.088], [0.057, -0.031, 0.081], [-0.050, -0.134, -0.051], [-0.063, -0.127, 0.036], [0.037, 0.135, 0.105], [0.215, 0.113, 0.101], [0.020, -0.020, -0.108], [0.257, 0.057, -0.264], [-0.067, 0.038, 0.235], [-0.140, -0.061, 0.124], [0.079, 0.035, -0.190], [-0.011, -0.052, -0.030], [0.020, -0.087, -0.026], [-0.103, -0.167, -0.167], [0.069, 0.026, -0.167], [-0.060, 0.169, 0.025], [0.072, -0.064, -0.007], [-0.039, -0.071, 0.213], [-0.030, -0.067, -0.037], [-0.078, 0.022, 0.000], [0.078, 0.177, 0.153], [0.065, 0.088, 0.020], [0.005, 0.076, -0.013], [0.129, 0.110, 0.013], [0.005, -0.135, -0.023], [0.115, -0.213, 0.095], [0.093, 0.032, -0.070], [-0.106, 0.155, 0.040], [-0.002, -0.040, -0.158], [-0.078, 0.058, -0.155], [-0.024, 0.055, 0.043], [-0.001, -0.084, -0.033], [-0.065, -0.133, -0.215], [0.087, -0.081, -0.008], [0.063, 0.157, -0.103], [0.038, -0.021, -0.074], [-0.050, -0.064, -0.012], [-0.045, -0.117, -0.182], [0.311, -0.223, 0.069], [0.086, -0.077, -0.039], [-0.094, 0.054, 0.066], [0.055, 0.046, 0.079], [-0.044, -0.038, 0.128], [-0.013, 0.038, 0.001], [0.065, -0.118, -0.076], [-0.082, 0.208, -0.052], [0.064, -0.164, 0.140], [-0.008, 0.136, -0.158], [0.011, 0.009, 0.028], [-0.012, 0.029, 0.013], [-0.003, -0.010, 0.016], [0.011, -0.039, 0.006], [0.019, -0.022, 0.009], [-0.016, -0.022, 0.036], [-0.002, 0.050, 0.011], [-0.024, -0.001, -0.041], [-0.016, 0.032, -0.014], [-0.011, 0.001, -0.005], [0.023, -0.012, 0.015], [0.025, 0.008, 0.013], [-0.091, 0.005, -0.027], [0.106, 0.022, 0.125], [-0.068, 0.005, -0.142], [-0.002, -0.039, 0.052], [-0.047, 0.045, -0.065], [0.032, 0.007, 0.018], [-0.001, -0.005, -0.006], [-0.019, -0.014, -0.030], [-0.020, -0.009, -0.018], [0.001, -0.004, -0.026], [0.014, 0.008, 0.011], [0.004, 0.002, 0.027], [-0.012, 0.006, 0.075], [0.040, 0.006, -0.012], [-0.007, 0.009, -0.048], [-0.040, -0.067, -0.013], [-0.004, 0.074, 0.034], [0.011, -0.182, 0.003], [0.027, 0.149, 0.007], [-0.074, -0.001, -0.054], [0.073, -0.131, -0.093], [0.003, 0.014, -0.018], [-0.015, 0.007, -0.007], [0.013, 0.040, -0.008], [-0.008, 0.024, -0.011], [0.013, 0.028, 0.004], [0.006, -0.026, 0.012], [-0.011, -0.023, -0.004], [-0.016, 0.002, 0.038], [0.044, 0.005, -0.006], [-0.046, 0.043, 0.024], [0.003, -0.012, 0.006], [-0.036, 0.038, 0.034], [0.149, -0.102, 0.078], [-0.179, 0.065, -0.089], [0.024, -0.096, 0.007], [-0.002, 0.055, 0.008], [0.031, -0.016, -0.005], [-0.002, 0.001, -0.002], [-0.029, 0.020, -0.011], [-0.021, 0.002, -0.003], [-0.007, 0.023, -0.028], [0.063, -0.047, 0.062], [0.024, -0.032, 0.026], [0.024, -0.026, 0.031], [0.008, -0.009, 0.007], [-0.008, 0.034, -0.008]]}